Entry 1:
# C43H81Cl24F3N4O8P

12 unconnected molecules or ions with the total composition C43H81Cl24F3N4O8P (ωB97M-V/def2-TZVPD, the Open Molecules 2025 dataset).

ORCA input file:
```
! RIJCOSX wB97M-V def2-TZVPD def2/J DEFGRID3
* xyz 1 1
C 8.0799 0.2702 3.8120
C 8.0148 1.5789 2.7802
O 8.8007 1.2675 1.5754
C 7.9463 1.1090 0.3830
C 7.6313 -0.4670 -0.0120
O 6.9596 -1.2198 1.0600
C 5.6534 -1.7361 0.5609
C 4.5670 -0.5159 0.7671
O 3.2764 -1.1464 1.1991
C 2.7102 -1.9694 0.1245
C 1.0756 -1.9562 -0.0004
C 0.9028 -2.2894 -1.6112
N 1.7462 -3.4362 -2.1189
C 0.2707 -0.4873 0.0693
C 1.1176 0.8960 0.0079
Cl 1.6403 1.6643 1.5914
C 0.4289 2.0897 -0.9410
C 1.5263 2.5427 -2.1184
Cl 0.1347 3.6408 0.0837
N -1.0105 -0.6103 0.9235
C -2.0336 0.4917 1.0151
O -2.0921 1.2542 2.2528
O -1.1436 0.9978 3.0929
C -1.0828 -1.9082 1.4567
C -2.4436 -2.3661 2.3136
F -3.6214 -2.4855 1.3728
F -2.8304 -1.4240 3.3822
F -2.3361 -3.7001 2.9456
C 0.2295 -2.8917 1.1009
N 1.1116 -3.0006 2.2973
C 1.6025 -4.3639 2.6531
C 3.1848 -4.7976 2.3172
O 0.9048 -5.3310 3.3113
C 0.7333 -2.1885 3.4907
C -0.0641 -2.6607 4.8448
O 1.1777 -0.9009 3.5196
P -0.5144 -4.5664 0.4307
N 0.8163 -5.6365 -0.1962
O -1.6645 -4.2252 -0.8805
H 8.9978 -0.4314 3.5620
H 8.1144 0.6492 4.9374
H 7.0623 -0.3023 3.6555
H 8.5034 2.4721 3.3600
H 6.8851 1.8157 2.5911
H 6.9607 1.7721 0.4131
H 8.5781 1.5427 -0.5315
H 7.0003 -0.4157 -1.0235
H 8.6473 -1.0440 -0.2345
H 5.6989 -2.0991 -0.5524
H 5.3961 -2.6988 1.2084
H 4.9288 0.1421 1.6743
H 4.3811 0.1317 -0.2057
H 3.1137 -1.5015 -0.8978
H 3.1373 -3.0827 0.1220
H 1.3391 -1.3233 -2.1656
H -0.2029 -2.3815 -1.9769
H 1.0611 -4.2017 -2.3992
H 2.1123 -3.1003 -3.0594
H -0.2686 -0.4405 -1.0004
H 2.1282 0.6468 -0.5805
H -0.5281 1.7274 -1.5089
H 1.9576 1.5851 -2.6825
H 1.0723 3.3212 -2.8828
H 2.4546 3.0360 -1.5833
H -3.1001 -0.0348 0.8974
H -2.0006 1.2736 0.1209
H -0.9687 1.8876 3.5646
H 3.3330 -5.0589 1.1873
H 3.8244 -3.8218 2.5368
H 3.5914 -5.6220 3.0526
H 0.6286 -2.6279 5.8175
H -0.5308 -3.7422 4.7921
H -0.9783 -1.9428 5.1184
H 0.4962 -5.9353 -1.1504
H 0.8623 -6.5237 0.3558
H -1.6914 -5.0804 -1.4198
Cl 0.4300 2.7379 4.8702
C 0.2790 4.2743 5.7585
C -0.7792 5.1847 5.1560
Cl -0.2985 5.8086 3.5580
H 1.2620 4.7548 5.7758
H 0.0071 4.0194 6.7873
H -0.9328 6.0543 5.8014
H -1.7384 4.6697 5.0446
Cl -1.1041 -6.7632 6.5237
C -1.6554 -6.4301 4.8632
C -3.0379 -7.0013 4.5912
Cl -3.0340 -8.7825 4.5539
H -0.9096 -6.8320 4.1705
H -1.6742 -5.3421 4.7485
H -3.3931 -6.6657 3.6127
H -3.7628 -6.6794 5.3453
Cl 4.8018 -0.1257 8.3090
C 3.4139 0.9840 8.1876
C 2.8333 1.0264 6.7831
Cl 3.9393 1.8019 5.6215
H 3.7408 1.9745 8.5189
H 2.6577 0.6227 8.8911
H 1.9100 1.6128 6.7799
H 2.6007 0.0233 6.4123
Cl -2.4090 3.5177 -1.6978
C -2.2667 4.7452 -2.9806
C -2.1854 4.1226 -4.3652
Cl -0.6557 3.2452 -4.6192
H -1.3896 5.3628 -2.7640
H -3.1551 5.3801 -2.9107
H -2.2311 4.9050 -5.1281
H -3.0099 3.4252 -4.5430
Cl -0.3115 6.9768 -3.9331
C -0.4625 8.5132 -3.0449
C -1.5206 9.4237 -3.6474
Cl -1.0400 10.0475 -5.2454
H 0.5205 8.9937 -3.0276
H -0.7344 8.2583 -2.0161
H -1.6743 10.2932 -3.0020
H -2.4799 8.9086 -3.7588
Cl -1.7514 -8.3283 1.1049
C -3.2010 -9.3420 0.8958
C -3.0583 -10.3168 -0.2622
Cl -3.0414 -9.4891 -1.8398
H -4.0620 -8.6800 0.7618
H -3.3386 -9.8938 1.8306
H -3.9082 -11.0051 -0.2758
H -2.1417 -10.9092 -0.1802
Cl -1.9828 -1.7896 -3.6885
C -3.6407 -2.4404 -3.7091
C -3.8395 -3.4716 -4.8086
Cl -3.7839 -2.7418 -6.4329
H -4.3342 -1.6004 -3.8140
H -3.8113 -2.9022 -2.7319
H -4.8228 -3.9396 -4.7061
H -3.0812 -4.2595 -4.7646
Cl 3.3293 6.9101 -2.4364
C 4.1638 8.4278 -2.0208
C 3.4058 9.2333 -0.9776
Cl 1.8805 9.8955 -1.6172
H 4.3101 8.9987 -2.9429
H 5.1486 8.1511 -1.6324
H 4.0098 10.0862 -0.6552
H 3.1700 8.6301 -0.0953
Cl -6.8428 -4.3319 4.4081
C -6.5677 -3.9451 2.6914
C -6.5810 -5.1863 1.8134
Cl -5.1736 -6.2369 2.1130
H -5.6189 -3.4055 2.6124
H -7.3708 -3.2670 2.3874
H -6.5403 -4.8968 0.7595
H -7.4869 -5.7805 1.9686
Cl -5.6069 9.6661 -3.7696
C -5.3319 10.0529 -5.4863
C -5.3451 8.8117 -6.3643
Cl -3.9378 7.7611 -6.0647
H -4.3831 10.5925 -5.5652
H -6.1350 10.7311 -5.7903
H -5.3045 9.1012 -7.4182
H -6.2511 8.2175 -6.2091
Cl -4.7348 -3.4147 -11.2688
C -3.9004 -1.8971 -10.8531
C -4.6584 -1.0916 -9.8100
Cl -6.1836 -0.4293 -10.4496
H -3.7541 -1.3262 -11.7753
H -2.9156 -2.1738 -10.4648
H -4.0544 -0.2387 -9.4875
H -4.8941 -1.6947 -8.9276
*
```

Output
Energy = -14192.650605 Ha
HOMO-LUMO gap = 5.5 eV

***

Entry 2:
# C43H81FNbO13S

A molecular structure, C43H81FNbO13S (ωB97M-V/def2-TZVPD, the Open Molecules 2025 dataset).

ORCA input file:
```
! RIJCOSX wB97M-V def2-TZVPD def2/J DEFGRID3
* xyz -1 1
C 2.5712 -0.3954 2.3534
C 1.7109 -0.2382 1.1499
Nb 2.2733 -0.8331 -0.9885
C 3.1258 1.2881 -1.3893
O 0.4093 -0.0604 -1.6120
C 4.3412 -1.4259 -0.2610
C 5.5269 -1.5033 -1.3720
F 5.7303 -0.2970 -2.1998
C 2.6153 -1.5242 -3.1256
C 2.1604 -0.3847 -4.2613
C 3.3996 -0.0158 -5.2717
S 3.8370 -1.4076 -6.4702
O 5.3962 -1.5164 -6.5979
O 3.3017 -1.1468 -7.9102
O 3.2756 -2.9533 -5.9553
C 1.4284 -2.9253 -0.5472
O 0.0316 -2.9887 -0.1687
C -0.9214 -3.1032 -1.2588
C -2.1389 -1.9559 -1.3150
C -3.3035 -1.8887 -2.4656
C -4.3803 -0.6144 -2.3428
C -3.3354 -3.0041 -3.6668
C -2.1790 -4.1826 -3.6182
C -0.9977 -4.2387 -2.4344
C 0.0649 -5.4807 -2.4699
C -0.7632 -6.8897 -2.6736
C 1.1460 -5.3631 -3.7397
H 2.7173 -1.4584 2.8213
H 3.0760 0.5981 2.7710
H 0.6289 0.2087 1.3160
H 2.2261 2.0247 -1.1875
H 3.9429 1.5098 -0.5824
H 3.4792 1.4138 -2.4978
H -0.2240 0.0569 -0.8219
H 4.2479 -2.5153 0.2183
H 4.7372 -0.7295 0.6188
H 5.4127 -2.4155 -2.1336
H 6.5545 -1.6942 -0.8006
H 1.8693 -2.4374 -3.3152
H 3.6783 -1.9246 -3.3859
H 1.2929 -0.8286 -4.9307
H 1.7304 0.5966 -3.7689
H 3.1330 0.9288 -5.9322
H 4.3629 0.2138 -4.6457
H 2.2677 -2.8841 -5.8255
H 2.0497 -3.3059 0.4001
H 1.7781 -3.5909 -1.4379
H -2.1293 -1.1096 -0.4772
H -5.0244 -0.4813 -3.3127
H -5.0278 -0.6767 -1.3489
H -3.6802 0.3393 -2.1889
H -4.1651 -2.8897 -4.4827
H -2.2404 -4.9885 -4.4908
H 0.7222 -5.5690 -1.4852
H -1.7453 -6.7836 -2.0145
H -0.1530 -7.8419 -2.3581
H -1.1624 -7.0101 -3.7918
H 1.2977 -6.4204 -4.2530
H 0.7586 -4.5540 -4.5191
H 2.2048 -5.0680 -3.2767
C -6.1930 -4.3496 -8.2215
C -5.8673 -3.4049 -7.0957
O -4.9712 -3.6550 -6.2913
C -6.6804 -2.1423 -6.9923
H -5.5264 -5.2172 -8.1715
H -7.2255 -4.6960 -8.1289
H -6.0440 -3.8490 -9.1815
H -7.7346 -2.3903 -6.8450
H -6.5532 -1.5432 -7.8975
H -6.3346 -1.5573 -6.1334
C 7.7327 2.9495 0.6915
C 6.3744 3.4773 0.3140
O 5.4241 2.7192 0.1271
C 6.2238 4.9685 0.1741
H 7.6923 1.8569 0.7562
H 8.4645 3.2280 -0.0709
H 8.0280 3.3468 1.6658
H 6.8885 5.3369 -0.6115
H 6.4520 5.4559 1.1253
H 5.1906 5.2046 -0.1018
C 9.8851 5.0134 4.7080
C 9.5395 5.8337 3.4940
O 8.5782 5.5472 2.7823
C 10.4156 7.0180 3.1846
H 9.1674 4.1920 4.8072
H 10.8871 4.5911 4.5981
H 9.8305 5.6357 5.6047
H 11.4413 6.6850 3.0068
H 10.3847 7.7297 4.0134
H 10.0471 7.5157 2.2813
C -8.8417 0.8929 -1.7891
C -8.2711 -0.2433 -2.5951
O -7.3188 -0.0723 -3.3545
C -8.9107 -1.5966 -2.4359
H -8.2810 1.8086 -2.0053
H -9.8885 1.0516 -2.0600
H -8.7536 0.6726 -0.7223
H -9.9607 -1.5488 -2.7356
H -8.8258 -1.9279 -1.3979
H -8.3955 -2.3191 -3.0777
C -10.9559 3.2162 2.0654
C -9.5582 2.9244 1.5886
O -9.3090 1.9267 0.9138
C -8.4774 3.9006 1.9692
H -11.6306 2.4274 1.7159
H -10.9789 3.2374 3.1579
H -11.2952 4.1721 1.6588
H -8.3900 3.9523 3.0574
H -8.7062 4.8871 1.5583
H -7.5211 3.5622 1.5564
C -3.9338 -0.2971 3.9722
C -3.5926 -0.9761 2.6727
O -3.1121 -0.3477 1.7309
C -3.8618 -2.4535 2.5703
H -3.6860 0.7674 3.9014
H -5.0037 -0.3946 4.1726
H -3.3523 -0.7381 4.7857
H -4.9286 -2.6472 2.7083
H -3.2773 -2.9908 3.3214
H -3.5668 -2.8082 1.5770
C 5.5385 6.8872 7.9341
C 6.5242 6.5506 6.8473
O 7.7368 6.5993 7.0475
C 5.9689 6.1520 5.5061
H 6.0819 7.1565 8.8461
H 4.9247 7.7381 7.6284
H 4.9084 6.0197 8.1458
H 5.3742 6.9703 5.0922
H 5.3578 5.2519 5.6095
H 6.7955 5.9377 4.8203
C -1.6412 -3.4094 8.6782
C -1.9867 -2.5891 7.4642
O -2.9481 -2.8756 6.7525
C -1.1107 -1.4048 7.1547
H -2.3588 -4.2308 8.7774
H -0.6392 -3.8317 8.5683
H -1.6958 -2.7871 9.5749
H -0.0850 -1.7378 6.9770
H -1.1415 -0.6931 7.9836
H -1.4791 -0.9070 6.2514
*
```

Output
Energy above the lowest of the compared OMol25 structures with the same formula, charge and spin = 183.7 kcal per mole
Energy = -3219.381218 Ha
HOMO-LUMO gap = 5.2 eV

***

Entry 3:
# C43H84IN4O21

7 unconnected molecules or ions with the total composition C43H84IN4O21 (ωB97M-V/def2-TZVPD, the Open Molecules 2025 dataset).

ORCA input file:
```
! RIJCOSX wB97M-V def2-TZVPD def2/J DEFGRID3
* xyz 1 1
C -3.7686 -3.5268 2.9429
C -4.8212 -3.9494 1.7699
C -4.1686 -3.7082 0.3212
C -5.0574 -2.8408 -0.6916
C -5.5800 -1.4455 -0.1161
C -4.4704 -0.2416 -0.1931
N -3.5084 -0.3773 -1.3282
C -4.1863 -0.2248 -2.6111
N -3.0873 -0.4136 -3.5112
C -1.8450 -0.6808 -2.7776
N -0.6399 -0.9373 -3.2976
C -0.6329 -0.9984 -4.8179
C -0.2628 0.3948 -5.5192
C -0.5912 1.7182 -4.6850
C 0.5020 2.8500 -5.1046
O 0.2231 3.4494 -6.3874
C 0.6570 -1.1714 -2.6448
I 1.5302 0.5208 -1.5666
C 0.7943 -2.6097 -1.8850
C 2.0770 -2.7091 -0.9349
N -2.1623 -0.6115 -1.3785
C -1.4981 -0.7145 -0.0847
C -1.4320 0.7055 0.7237
C -1.5190 0.3944 2.3236
C -0.0397 0.1486 2.9318
O 0.7049 1.1412 3.1286
O 0.4931 -1.1280 3.2194
H -3.7738 -4.2853 3.8124
H -2.7019 -3.4166 2.5567
H -4.0798 -2.5148 3.3929
H -4.9594 -5.0877 1.9096
H -5.8493 -3.4797 1.9100
H -4.0640 -4.7532 -0.1629
H -3.0875 -3.3314 0.4423
H -6.0000 -3.4733 -0.9121
H -4.4896 -2.7772 -1.6774
H -5.8533 -1.5461 0.9905
H -6.5571 -1.1459 -0.6542
H -5.0894 0.7072 -0.3966
H -4.0098 -0.1867 0.8428
H -5.2844 -0.0278 -2.8068
H 0.1906 -1.7394 -5.1535
H -1.5917 -1.4917 -5.2280
H 0.8573 0.4084 -5.8041
H -0.8692 0.4440 -6.4977
H -1.6514 2.0721 -4.9712
H -0.5045 1.6259 -3.5535
H 0.5069 3.6065 -4.2292
H 1.5138 2.3225 -5.0669
H 1.1153 3.7082 -6.7264
H 1.4443 -1.3044 -3.4823
H 0.8298 -3.4330 -2.6954
H -0.1559 -2.8518 -1.2722
H 3.0514 -2.5692 -1.5067
H 2.0960 -3.7923 -0.5294
H 1.9995 -2.0456 0.0044
H -2.1346 -1.3948 0.6029
H -0.4518 -1.1327 -0.0249
H -0.4481 1.2539 0.5760
H -2.3352 1.3685 0.4485
H -2.1418 -0.5326 2.5582
H -1.9961 1.3056 2.8089
H -0.1666 -1.8456 3.0823
C -1.3126 4.9964 -8.7214
C 0.0669 5.6271 -8.6879
O 0.6164 5.7439 -10.0061
C 0.0981 6.7238 -10.7717
O -0.7664 7.4996 -10.4469
O 0.6949 6.6701 -11.9740
C 0.1572 7.5880 -12.9245
H -1.2821 4.0363 -9.2424
H -1.6899 4.8423 -7.7095
H -2.0238 5.6270 -9.2594
H 0.7413 4.9831 -8.1235
H 0.0577 6.6000 -8.1878
H 0.1708 8.6098 -12.5399
H -0.8589 7.2918 -13.1939
H 0.7795 7.5476 -13.8190
C 1.9486 9.4584 -7.6519
C 3.3396 9.3614 -7.0527
O 3.4229 10.0658 -5.8078
C 2.8434 9.4621 -4.7582
O 2.2768 8.3960 -4.7723
O 2.9813 10.2645 -3.6894
C 2.3110 9.7903 -2.5239
H 1.6456 10.5035 -7.7495
H 1.9178 8.9836 -8.6345
H 1.2061 8.9723 -7.0152
H 4.0552 9.8362 -7.7278
H 3.6563 8.3219 -6.9267
H 2.6195 8.7724 -2.2760
H 1.2297 9.8397 -2.6706
H 2.5789 10.4441 -1.6933
C -1.9045 -9.6035 -4.1696
C -2.7813 -9.6767 -2.9330
O -2.0553 -9.3035 -1.7540
C -1.8212 -7.9919 -1.6053
O -2.1682 -7.1144 -2.3591
O -1.1076 -7.8219 -0.4783
C -0.6964 -6.4767 -0.2603
H -1.0019 -10.2042 -4.0349
H -2.4452 -9.9625 -5.0470
H -1.5782 -8.5797 -4.3649
H -3.1069 -10.7087 -2.7842
H -3.6829 -9.0661 -3.0371
H -1.5484 -5.7928 -0.2765
H 0.0441 -6.1892 -1.0107
H -0.2307 -6.4233 0.7246
C 0.3470 -0.3669 6.6844
C -0.9248 -1.1355 6.3772
O -0.7514 -2.5405 6.5967
C -0.7326 -2.9310 7.8832
O -0.8540 -2.2147 8.8455
O -0.5292 -4.2578 7.9116
C -0.3776 -4.7869 9.2282
H 1.1864 -0.7725 6.1148
H 0.2271 0.6904 6.4405
H 0.6125 -0.4458 7.7406
H -1.1709 -1.0130 5.3193
H -1.7763 -0.7594 6.9519
H -1.2247 -4.5191 9.8629
H 0.5583 -4.4324 9.6654
H -0.3348 -5.8737 9.1519
C 3.7785 -5.9832 15.0868
C 3.3417 -6.5228 13.7373
O 2.0004 -6.1258 13.4247
C 1.8445 -4.8454 13.0512
O 2.7193 -4.0210 12.9514
O 0.5355 -4.6331 12.8307
C 0.2154 -3.2753 12.5313
H 3.0702 -6.2785 15.8646
H 4.7711 -6.3548 15.3474
H 3.8120 -4.8916 15.0860
H 3.3435 -7.6148 13.7693
H 4.0262 -6.2224 12.9385
H 0.8064 -2.9052 11.6911
H 0.3713 -2.6531 13.4152
H -0.8389 -3.2298 12.2567
C 5.1696 6.1316 1.3248
C 6.2385 5.0670 1.1589
O 5.9097 3.8778 1.8887
C 4.9509 3.1101 1.3489
O 4.3585 3.3270 0.3185
O 4.7436 2.0659 2.1681
C 3.6663 1.2274 1.7614
H 4.9923 6.3344 2.3836
H 5.4674 7.0570 0.8285
H 4.2170 5.8074 0.8999
H 7.1798 5.4355 1.5728
H 6.4190 4.8327 0.1058
H 3.7984 0.8853 0.7318
H 2.7194 1.7594 1.8721
H 3.6512 0.3549 2.4153
*
```

Output
Energy = -3785.219694 Ha
HOMO-LUMO gap = 8.6 eV